[1]
The following is a DFT calculation (ωB97M-V with the def2-TZVPD basis set) of C30H22N4O2Sn as an isolated structure.

```
! RIJCOSX wB97M-V def2-TZVPD def2/J DEFGRID3
* xyz 2 1
Sn -0.310 -0.061 0.471
C 1.618 1.455 4.480
C 0.863 1.330 3.307
N 1.229 0.559 2.300
C 2.418 -0.105 2.366
C 3.228 -0.053 3.513
C 2.786 0.753 4.588
C 4.443 -0.781 3.538
C 4.836 -1.494 2.443
C 4.037 -1.518 1.281
C 2.843 -0.848 1.245
N 2.074 -0.705 0.081
C 1.827 -1.621 -0.759
C 1.720 -3.066 -0.475
C 2.027 -3.908 -1.685
C 1.784 -3.424 -2.905
C 1.152 -2.101 -3.072
C 0.546 -1.649 -4.240
C -0.132 -0.434 -4.223
C -0.233 0.271 -3.032
N 0.380 -0.139 -1.916
C 1.093 -1.257 -1.975
H 1.263 2.088 5.281
H -0.067 1.876 3.190
H 3.392 0.811 5.485
H 5.053 -0.754 4.432
H 5.771 -2.039 2.451
H 4.392 -2.021 0.389
H 2.249 -3.370 0.424
H 2.438 -4.895 -1.527
H 1.996 -4.010 -3.791
H 0.595 -2.238 -5.147
H -0.600 -0.049 -5.118
H -0.802 1.194 -2.966
N -2.250 -0.796 -0.523
C -3.379 -0.029 -0.023
C -4.410 -0.694 0.618
C -5.518 -0.001 1.082
C -5.602 1.368 0.890
C -4.560 2.039 0.269
C -3.428 1.364 -0.181
C -2.290 2.167 -0.719
C -2.493 3.304 -1.521
C -1.447 4.150 -1.866
C -0.143 3.912 -1.428
C 0.120 2.776 -0.664
C -0.971 1.984 -0.393
H -2.429 -1.789 -0.395
H -2.120 -0.638 -1.519
H -4.353 -1.769 0.755
H -6.319 -0.539 1.571
H -6.476 1.914 1.219
H -4.616 3.114 0.151
H -3.503 3.510 -1.854
H -1.655 5.023 -2.469
H 0.664 4.592 -1.666
H 1.120 2.563 -0.308
O -0.130 -2.240 0.788
O 0.277 -3.087 -0.250
*
```

Calculated values
electronic energy: -1739.57170 hartree
frontier orbital gap: 6.67 eV
molar mass: 589.24 g/mol


[2]
The following is a DFT calculation (ωB97M-V with the def2-TZVPD basis set) of C2H6Cl2P as an isolated structure.

```
! RIJCOSX wB97M-V def2-TZVPD def2/J DEFGRID3
* xyz 1 1
C -1.496 0.710 0.878
C 0.715 -1.319 -1.060
P 0.681 0.304 -0.015
Cl 1.896 0.075 1.554
Cl 1.310 1.979 -0.920
H -2.219 0.046 0.621
H -1.851 1.627 0.476
H -1.362 0.909 1.891
H 0.418 -0.895 -1.987
H 0.133 -1.863 -0.339
H 1.774 -1.573 -1.099
*
```

Calculated values
electronic energy: -1341.24323 hartree
energy above the lowest of the compared OMol25 structures with the same formula, charge and spin: 60.9 kcal/mol
frontier orbital gap: 10.37 eV
molar mass: 131.95 g/mol


[3]
The following is a DFT calculation (ωB97M-V with the def2-TZVPD basis set) of a single C21H19ClN2O4S molecule.

```
! RIJCOSX wB97M-V def2-TZVPD def2/J DEFGRID3
* xyz 0 1
C -0.727 3.451 -2.303
O 0.358 2.552 -2.129
C 0.820 1.939 -3.215
O 0.386 2.109 -4.324
C 1.949 0.969 -2.899
C 1.457 -0.475 -3.180
C 0.472 -0.938 -2.144
C -0.854 -0.526 -2.183
C -1.756 -0.960 -1.228
C -1.346 -1.822 -0.226
C -0.025 -2.234 -0.174
C 0.879 -1.787 -1.123
N 2.409 1.124 -1.540
C 3.424 0.416 -1.021
O 4.142 -0.337 -1.643
C 3.579 0.654 0.494
N 2.433 0.156 1.224
C 1.289 0.869 1.319
O 1.169 1.988 0.843
C 0.192 0.207 2.038
S 0.471 -1.145 3.110
C -1.230 -1.290 3.442
C -1.844 -2.219 4.269
C -3.217 -2.174 4.393
C -3.971 -1.220 3.706
C -3.364 -0.296 2.887
C -1.976 -0.321 2.747
C -1.135 0.521 1.957
Cl -1.761 1.756 0.970
H -1.643 2.898 -2.521
H -0.523 4.139 -3.126
H -0.824 3.987 -1.363
H 2.774 1.175 -3.594
H 1.006 -0.484 -4.173
H 2.331 -1.127 -3.177
H -1.186 0.124 -2.980
H -2.785 -0.634 -1.271
H -2.055 -2.177 0.509
H 0.298 -2.913 0.602
H 1.908 -2.116 -1.087
H 1.847 1.706 -0.924
H 3.660 1.728 0.679
H 4.477 0.145 0.846
H 2.443 -0.809 1.514
H -1.255 -2.954 4.796
H -3.716 -2.889 5.029
H -5.044 -1.212 3.822
H -3.934 0.446 2.351
*
```

Calculated values
electronic energy: -2080.57704 hartree
energy above the lowest of the compared OMol25 structures with the same formula, charge and spin: 0.0 kcal/mol
frontier orbital gap: 8.52 eV
molar mass: 430.91 g/mol


[4]
The following is a DFT calculation (ωB97M-V with the def2-TZVPD basis set) of a 2-piece molecular cluster, H4S3 overall.

```
! RIJCOSX wB97M-V def2-TZVPD def2/J DEFGRID3
* xyz 1 2
S -1.541 -1.549 -0.566
H -2.346 -1.927 -1.599
H -0.545 -1.298 -1.476
S 0.702 2.129 0.411
S 1.260 0.746 1.869
H 1.858 2.321 -0.249
H 0.613 -0.421 1.610
*
```

Calculated values
electronic energy: -1196.58024 hartree
expectation value of S²: 0.76
energy above the lowest of the compared OMol25 structures with the same formula, charge and spin: 21.0 kcal/mol
frontier orbital gap (spin up / spin down): 7.94 / 3.51 eV
molar mass: 100.23 g/mol